No. 1
The following is a DFT calculation (ωB97M-V/def2-TZVPD) of C52H56AsIN4O4V as an isolated structure at a distorted geometry.

Each line ends with the Löwdin charge.
Atoms and positions in Å:
V -0.45136 -1.02289 -0.01951  1.0338
C 1.01704 -0.70412 3.38692  -0.0877
N 0.33506 0.56310 3.22161  -0.2157
C 1.19246 1.66262 3.60831  -0.2215
C 0.73572 3.06957 3.21922  -0.1611
C 0.57197 3.34483 1.70214  -0.2243
N 1.04925 2.23878 0.92353  0.0430
C 1.92428 2.41699 0.03423  -0.1020
C 2.54330 1.33681 -0.74536  -0.1359
C 3.51947 1.71238 -1.67203  -0.0713
C 4.24313 0.78203 -2.39108  -0.1177
C 3.99842 -0.56988 -2.15172  -0.0883
C 3.04222 -0.97104 -1.24033  -0.0006
C 2.27178 -0.03383 -0.53856  -0.3177
O 1.33627 -0.44350 0.30386  -0.1951
C -0.98914 0.54171 3.79821  -0.2037
C -1.99379 0.04440 2.76695  -0.1531
C -2.17269 1.02557 1.61098  -0.1967
N -1.51993 0.65561 0.33401  -0.0818
C -1.74981 1.48636 -0.61763  -0.1173
C -1.29792 1.45571 -1.98396  -0.1339
C -1.69842 2.52436 -2.81074  -0.0571
C -1.27694 2.62697 -4.11102  -0.1100
C -0.40597 1.64236 -4.61303  -0.0844
C 0.00309 0.58968 -3.83975  0.0048
C -0.45565 0.44615 -2.50863  -0.3239
O -0.08025 -0.57930 -1.82022  -0.1321
H 1.31662 -0.87339 4.43861  0.0873
H 1.89424 -0.73910 2.74425  0.0833
H 0.36991 -1.53055 3.08641  0.0749
H 2.15675 1.47877 3.13012  0.1173
H 1.37657 1.66041 4.70188  0.1184
H 1.50280 3.73924 3.61825  0.1005
H -0.18522 3.33627 3.74415  0.0895
H 1.06505 4.29638 1.43964  0.1019
H -0.49018 3.47640 1.47239  0.0891
H 2.31583 3.42909 -0.18073  0.1158
H 3.70318 2.77289 -1.81523  0.0981
H 4.98597 1.09497 -3.11313  0.0858
H 4.55917 -1.32418 -2.69185  0.0966
H 2.82175 -2.01630 -1.06752  0.0914
H -1.27491 1.55412 4.09663  0.1092
H -1.03296 -0.07602 4.71264  0.1201
H -2.96246 -0.12952 3.24286  0.1129
H -1.67779 -0.93345 2.39246  0.0807
H -1.80006 2.00681 1.91246  0.0957
H -3.24043 1.12389 1.39047  0.0861
H -2.35409 2.36593 -0.36958  0.1342
H -2.35382 3.28021 -2.39079  0.1052
H -1.59577 3.45146 -4.73376  0.0881
H -0.04866 1.71894 -5.63351  0.0987
H 0.66894 -0.17547 -4.21612  0.1234
I -0.36581 -9.56810 2.91304  0.8106
C -0.00283 -7.68006 2.09103  -0.7443
C 1.26588 -7.12797 2.19017  -0.1565
C 1.50204 -5.88042 1.63236  -0.0165
C 0.47803 -5.17464 1.01379  -0.1172
C -0.78459 -5.74385 0.92958  -0.0227
C -1.03185 -7.00534 1.45441  -0.1483
C 0.76329 -3.82983 0.38530  -0.5892
O 1.75382 -3.72308 -0.31904  0.0635
O -0.10496 -2.91820 0.65952  -0.1395
H 2.06127 -7.66711 2.68554  0.0865
H 2.49272 -5.44615 1.66816  0.1203
H -1.58106 -5.19673 0.44462  0.0978
H -2.01529 -7.44763 1.37427  0.0907
C -7.98187 -4.19520 -4.01991  -0.0589
C -7.06235 -3.47230 -3.07322  -0.2732
C -6.27946 -4.16675 -2.16383  -0.0150
C -5.38913 -3.52307 -1.31136  -0.2437
C -4.57455 -4.37387 -0.37926  -0.0483
C -5.27420 -2.12631 -1.35611  -0.2742
As -4.02157 -1.12933 -0.18095  1.3496
N -2.36166 -1.86412 -0.59711  -0.3062
C -2.28536 -2.27385 -1.94861  -0.4121
C -2.87390 -1.57197 -3.01198  -0.0806
C -2.74757 -1.99513 -4.32344  -0.0883
C -2.00961 -3.13148 -4.63241  -0.1160
C -1.40007 -3.82750 -3.59786  -0.0863
C -1.54374 -3.41137 -2.28321  -0.0339
C -4.75727 -1.83114 1.54647  -0.2625
C -4.17428 -2.67383 2.50035  -0.2900
C -2.86208 -3.37638 2.31113  -0.0808
C -4.84246 -2.93426 3.70048  -0.0252
C -6.07376 -2.38826 3.99707  -0.2806
C -6.77915 -2.67967 5.29381  -0.0599
C -6.64650 -1.55191 3.04662  -0.0315
C -6.01794 -1.26172 1.84462  -0.2809
C -6.75479 -0.34907 0.89610  -0.0859
C -6.05038 -1.41373 -2.28136  -0.3065
C -5.97622 0.08408 -2.46636  -0.0925
C -6.93426 -2.09450 -3.11436  -0.0272
H -8.21805 -5.19448 -3.65441  0.0699
H -7.51902 -4.30404 -5.00324  0.0796
H -8.91775 -3.65152 -4.15631  0.0721
H -6.34756 -5.24961 -2.12387  0.1122
H -4.48124 -5.38419 -0.78067  0.0825
H -5.04683 -4.43595 0.60483  0.0866
H -3.57757 -3.96044 -0.24803  0.0372
H -3.40399 -0.64707 -2.80907  0.0820
H -3.21467 -1.41718 -5.11266  0.0985
H -1.90085 -3.45792 -5.65871  0.0858
H -0.80443 -4.70733 -3.80963  0.0971
H -1.05774 -3.96432 -1.49063  0.0898
H -2.36261 -3.11091 1.38636  0.0194
H -3.02140 -4.45772 2.31606  0.0816
H -2.17943 -3.16264 3.13698  0.0883
H -4.36438 -3.59592 4.41733  0.1170
H -6.18927 -3.34929 5.91944  0.0693
H -7.74867 -3.15043 5.11865  0.0758
H -6.96078 -1.76315 5.85908  0.0755
H -7.61613 -1.10523 3.24555  0.1110
H -7.56689 0.15438 1.42114  0.0730
H -7.18089 -0.90634 0.05876  0.0760
H -6.10182 0.41478 0.47037  0.0445
H -5.15736 0.53757 -1.91130  0.0226
H -6.90407 0.55891 -2.13749  0.0783
H -5.84255 0.32422 -3.52291  0.0803
H -7.52189 -1.52565 -3.82933  0.1167

Multiplicity: 3
Calculated total energy (eV): -163615.0482
Total charge: -1
M (g mol⁻¹): 1053.8
LUMO level (alpha / beta) (Eh): 0.075 / 0.075


No. 2
The following is a DFT calculation (ωB97M-V/def2-TZVPD) of C52H57AsCl3LuN7O4P2Si as an isolated structure at a distorted geometry.

Each line ends with the Löwdin charge.
Atoms and positions in Å:
Lu 2.27315 -0.75063 -0.79621  1.2656
C -4.23543 9.96111 -7.20849  -0.0448
O -4.85634 8.97975 -6.38433  -0.0458
C -4.12724 7.97745 -5.90356  -0.2702
C -2.75631 7.81007 -6.12797  0.0093
C -2.09917 6.72440 -5.59171  -0.0066
C -2.77389 5.78320 -4.80762  -0.1680
C -4.14839 5.96062 -4.58823  -0.0216
C -4.81230 7.03421 -5.12279  0.0214
C -2.02991 4.68747 -4.23301  -0.2240
N -0.75142 4.42729 -4.46183  0.1946
C -0.44800 3.35373 -3.69827  -0.1773
C -1.55483 2.92643 -2.97053  -0.1259
N -2.55242 3.79062 -3.32907  0.1961
C -1.50732 1.84517 -2.06212  -0.0574
C -2.59379 1.43126 -1.26513  0.0381
C -2.42829 0.37413 -0.41439  -0.0115
C -1.19090 -0.27488 -0.37725  -0.1128
N -0.13923 0.08572 -1.09332  0.0173
C -0.27279 1.15750 -1.92450  -0.1590
C 0.88827 1.60746 -2.65352  -0.1743
N 2.06390 0.95865 -2.45035  -0.0653
C 3.14405 1.37355 -3.10127  -0.1578
C 3.14438 2.44829 -3.98970  -0.0156
C 1.96520 3.11529 -4.21768  0.0456
C 0.80603 2.70023 -3.54585  -0.0648
H -5.03089 10.62905 -7.52164  0.1014
H -3.78147 9.50807 -8.09155  0.1004
H -3.48753 10.52518 -6.64854  0.1024
H -2.20696 8.52791 -6.71996  0.1123
H -1.04067 6.58719 -5.76224  0.1151
H -4.71563 5.24389 -4.00488  0.1072
H -5.87330 7.17410 -4.96654  0.1307
H -3.50567 3.78370 -3.01044  0.1548
H -3.53855 1.95615 -1.32132  0.1299
H -3.22306 0.03037 0.23287  0.1248
H -1.08188 -1.12350 0.28159  0.0809
H 4.05417 0.81861 -2.90233  0.0839
H 4.06330 2.75445 -4.46974  0.1227
H 1.90032 3.95633 -4.89634  0.1363
O 4.43811 0.54626 -0.09583  -0.1928
H 4.74215 1.40993 0.20408  0.0842
H 5.23082 0.00229 -0.19696  0.0303
O 1.37187 -3.02854 -1.29630  -0.2580
H 0.72687 -3.63543 -0.90790  0.0639
H 2.21178 -3.51492 -1.25001  -0.0421
O 1.89625 1.41880 0.48824  -0.0988
H 1.59229 2.24539 0.09826  0.0832
H 1.94920 1.57636 1.44468  0.0536
Cl 5.10479 -2.05443 2.37170  0.2447
Si 3.23776 -2.15549 1.51770  -0.2762
Cl 3.06658 -4.19347 0.95680  0.2480
Cl 4.19263 -1.84065 -1.82413  0.0608
C 2.42214 -1.48471 -7.18493  -0.0990
N 3.33413 -2.40422 -6.36689  -0.0627
C 2.73749 -3.81505 -6.38289  -0.0968
N 1.40044 -3.79140 -5.91262  -0.1466
C 0.58117 -2.90717 -6.73518  -0.1381
N 1.09313 -1.53992 -6.69551  -0.1454
C 0.92634 -0.92677 -5.38154  -0.2985
P 1.86188 -1.79945 -4.00466  0.9910
C 3.48154 -1.91127 -4.96667  -0.2909
C 1.28084 -3.51843 -4.48540  -0.2990
H 2.46298 -1.82287 -8.22044  0.1533
H 2.82211 -0.47351 -7.11021  0.1475
H 4.25658 -2.43616 -6.80555  0.1900
H 3.36506 -4.44756 -5.75545  0.1510
H 2.77300 -4.17112 -7.41277  0.1537
H -0.44537 -2.91959 -6.37344  0.1421
H 0.59004 -3.26629 -7.76522  0.1467
H -0.13617 -0.94228 -5.12790  0.0999
H 1.23648 0.12152 -5.42747  0.0877
H 4.15372 -2.57128 -4.42385  0.0576
H 3.93844 -0.92019 -4.98901  0.0929
H 0.23307 -3.61788 -4.19630  0.1008
H 1.85430 -4.26353 -3.92967  0.0968
C 2.25567 -2.61621 5.32002  -0.3478
C 1.27456 -2.07423 6.37708  -0.3977
As -0.34646 -3.19429 6.76431  1.3214
C -0.63488 -2.61961 8.60580  -0.4249
C -0.12372 -1.45213 9.16507  -0.1339
C -0.42675 -1.11126 10.47507  -0.0731
C -1.24416 -1.93144 11.23846  -0.0671
C -1.75752 -3.09704 10.68853  -0.0683
C -1.45165 -3.43965 9.38112  -0.1232
C -1.82634 -2.13574 6.00763  -0.3993
C -2.14504 -0.85454 6.44767  -0.1086
C -3.28655 -0.21137 5.99456  -0.0793
C -4.12733 -0.84152 5.08523  -0.0850
C -3.82284 -2.11998 4.63855  -0.0888
C -2.68495 -2.76383 5.10819  -0.1388
P 1.87333 -2.33629 3.53277  0.9586
C 1.34135 -0.58934 3.55084  -0.3964
C 0.04000 -0.12458 3.40478  -0.0774
C -0.23927 1.22384 3.60292  -0.0581
C 0.76957 2.10862 3.95547  -0.0609
C 2.08365 1.65525 4.06385  -0.0682
C 2.36956 0.31474 3.84916  -0.1235
C 0.51443 -3.41644 3.03138  -0.3876
C 0.24545 -4.63461 3.64699  -0.0969
C -0.71235 -5.48548 3.10946  -0.0447
C -1.39721 -5.13295 1.95726  -0.0473
C -1.10699 -3.93407 1.31666  -0.0788
C -0.14451 -3.09362 1.84613  -0.1715
H 2.40259 -3.68892 5.46083  0.0816
H 3.23764 -2.15300 5.45188  0.0861
H 1.01885 -1.03063 6.19497  0.0601
H 1.82114 -2.11994 7.32041  0.0698
H 0.52214 -0.79782 8.59050  0.0887
H -0.02020 -0.20262 10.90005  0.1093
H -1.47351 -1.66343 12.26092  0.1121
H -2.39135 -3.74198 11.28254  0.1120
H -1.84540 -4.35443 8.95143  0.0952
H -1.51595 -0.36097 7.17962  0.0953
H -3.53829 0.77246 6.37207  0.1096
H -5.03904 -0.35230 4.76369  0.1063
H -4.49202 -2.63397 3.95843  0.1038
H -2.47063 -3.77701 4.78853  0.0801
H -0.76746 -0.81360 3.19000  0.1028
H -1.26147 1.56820 3.52962  0.1145
H 0.54022 3.14672 4.15925  0.1181
H 2.87623 2.33684 4.34546  0.1199
H 3.39015 -0.04011 3.95689  0.0942
H 0.77616 -4.94040 4.53633  0.0841
H -0.92141 -6.43067 3.59211  0.1255
H -2.15327 -5.79189 1.55135  0.1197
H -1.63756 -3.66057 0.40984  0.1078
H 0.12970 -2.16875 1.35129  0.0476

Calculated total energy (eV): -231938.8882
Total charge: +3
M (g mol⁻¹): 1290.4
LUMO level (Eh): -0.273


No. 3
The following is a DFT calculation (ωB97M-V/def2-TZVPD) of C52H57CaF4N2O2P3Si as an isolated structure at a distorted geometry.

Each line ends with the Löwdin charge.
Atoms and positions in Å:
Ca 0.49072 0.10371 -0.10208  1.0916
C 1.98982 -2.77206 2.19637  -0.0799
C 0.99256 -3.41156 1.24493  -0.2429
N 0.95947 -2.76304 -0.06784  -0.2136
C 2.14355 -3.02018 -0.89043  -0.2799
C 2.34315 -4.45183 -1.37762  -0.0711
C -0.29813 -3.04422 -0.76027  -0.2052
C -1.52868 -2.45268 -0.03509  -0.2286
N -1.11609 -1.29014 0.73915  -0.1429
C -1.94634 -0.79784 1.67630  -0.2285
C -1.43055 0.17210 2.56643  -0.1613
F -0.13353 0.57645 2.35225  -0.0074
C -2.10907 0.71068 3.62512  -0.2592
F -1.47596 1.61582 4.40147  0.0740
C -3.41744 0.35318 3.89923  0.0075
C -3.97845 -0.55393 3.01731  -0.2333
F -5.26444 -0.91903 3.18527  0.0779
C -3.29747 -1.10212 1.94796  -0.1399
F -3.98159 -1.92996 1.12641  0.0707
H 1.89869 -3.21398 3.19152  0.0751
H 1.80142 -1.69983 2.28060  0.0529
H 3.02432 -2.89748 1.86973  0.0585
H -0.00407 -3.33199 1.67432  0.1047
H 1.20493 -4.48538 1.13918  0.1129
H 3.01822 -2.69481 -0.32532  0.0668
H 2.09113 -2.35263 -1.75079  0.0601
H 2.50781 -5.15340 -0.55693  0.0673
H 3.22279 -4.49362 -2.02618  0.0753
H 1.48803 -4.81121 -1.95822  0.0657
H -0.47795 -4.12104 -0.89799  0.1197
H -0.20360 -2.62517 -1.76348  0.0517
H -1.97750 -3.22093 0.60115  0.1086
H -2.28488 -2.22813 -0.79759  0.1085
H -3.96272 0.75189 4.74304  0.1294
O 0.71432 2.37838 -0.25168  -0.5022
P 0.37023 3.81657 0.02527  0.7497
C -1.37438 3.92650 0.50182  -0.2637
P -2.46089 2.78350 -0.40915  0.7390
O -1.96463 1.37274 -0.30121  -0.3431
C -4.08375 3.01015 0.30628  -0.2564
C -4.26032 2.59630 1.62886  -0.0601
C -5.51191 2.66614 2.21813  -0.0576
C -6.59336 3.15045 1.49039  -0.0692
C -6.42787 3.55495 0.17406  -0.0743
C -5.17540 3.48067 -0.42387  -0.0644
C -2.58137 3.37761 -2.09567  -0.2886
C -2.74934 4.72044 -2.43144  -0.0935
C -2.88613 5.09346 -3.75907  -0.0699
C -2.87615 4.12379 -4.75711  -0.0676
C -2.73084 2.78331 -4.42764  -0.0709
C -2.58143 2.41105 -3.09683  -0.0752
C 1.32954 4.48963 1.37036  -0.2709
C 1.59326 3.62063 2.43350  -0.0541
C 2.33613 4.06228 3.51695  -0.0584
C 2.80910 5.36724 3.54992  -0.0768
C 2.55613 6.23040 2.49466  -0.0776
C 1.82418 5.79217 1.39867  -0.0778
C 0.56287 4.84546 -1.42314  -0.2755
C 1.05924 4.24419 -2.57717  -0.0632
C 1.20376 4.99081 -3.74116  -0.0560
C 0.87028 6.33822 -3.74485  -0.0707
C 0.38292 6.94518 -2.59190  -0.0728
C 0.22203 6.19957 -1.43561  -0.1080
H -1.72690 4.95993 0.43778  0.0772
H -1.43133 3.61591 1.55019  0.0818
H -3.43191 2.17764 2.19021  0.0853
H -5.64551 2.32521 3.23721  0.1068
H -7.57302 3.19933 1.95010  0.1069
H -7.27541 3.91828 -0.39362  0.1051
H -5.05569 3.78316 -1.45619  0.0987
H -2.77704 5.48110 -1.65979  0.1106
H -3.00088 6.13859 -4.01752  0.1084
H -2.98473 4.41797 -5.79435  0.1068
H -2.72396 2.02779 -5.20495  0.1086
H -2.45470 1.37446 -2.81524  0.0795
H 1.24640 2.59360 2.40439  0.1005
H 2.55678 3.38077 4.32815  0.1153
H 3.39600 5.70578 4.39459  0.1098
H 2.94863 7.23922 2.51124  0.1071
H 1.67531 6.46021 0.56128  0.0882
H 1.31262 3.19081 -2.55920  0.0806
H 1.58121 4.51863 -4.63998  0.1095
H 0.99059 6.92232 -4.64959  0.1072
H 0.12201 7.99648 -2.59791  0.1082
H -0.17433 6.67880 -0.54632  0.1083
C 1.41522 -1.68317 -4.08957  -0.2720
P 0.26902 -0.49352 -3.31263  0.8144
C -1.32443 -1.11149 -3.97060  -0.2793
C 0.55213 0.96565 -4.38168  -0.2786
H 1.27904 -1.68124 -5.17444  0.0524
H 1.22477 -2.69024 -3.71100  0.0339
H 2.44828 -1.41676 -3.85264  0.0234
H -1.29695 -1.14974 -5.06270  0.0445
H -2.16108 -0.49016 -3.65404  0.0186
H -1.50545 -2.11840 -3.58835  0.0355
H 0.30405 0.74018 -5.42322  0.0494
H 1.60894 1.23164 -4.32291  0.0117
H -0.03977 1.81877 -4.04971  0.0073
C 5.29831 4.11255 1.69623  -0.1198
C 5.41684 2.90285 2.37154  -0.1083
C 4.86943 1.74147 1.83127  -0.1263
C 4.18391 1.74553 0.60774  -0.3487
C 4.06987 2.98303 -0.04224  -0.1258
C 4.62204 4.14654 0.48291  -0.1067
Si 3.33356 0.15552 -0.04693  0.6190
C 4.13122 -0.06216 -1.79088  -0.3489
C 4.97195 -1.13767 -2.12166  -0.1246
C 5.48176 -1.30792 -3.40625  -0.0997
C 5.18567 -0.38882 -4.40870  -0.1124
C 4.36675 0.69275 -4.11165  -0.1189
C 3.83948 0.83361 -2.83103  -0.1553
H 5.72691 5.01759 2.11083  0.0976
H 5.94480 2.86068 3.31809  0.0965
H 4.98329 0.80448 2.36919  0.0849
H 3.53002 3.04939 -0.98318  0.0731
H 4.51716 5.08397 -0.05392  0.1003
H 4.13204 -0.87753 0.71569  -0.0463
H 5.24071 -1.85275 -1.35019  0.0889
H 6.12610 -2.15247 -3.62202  0.0963
H 5.59265 -0.51177 -5.40511  0.0947
H 4.13050 1.42043 -4.88198  0.0968
H 3.17976 1.67604 -2.63260  0.0664

Calculated total energy (eV): -126981.8310
M (g mol⁻¹): 979.1
LUMO level (Eh): 0.003